(1)
Below is C6H6O4S in the gas phase in a non-equilibrium geometry, with properties calculated with the ωB97M-V functional and the def2-TZVPD basis.

```
17
Properties=species:S:1:pos:R:3:forces:R:3
O 2.391600 2.756091 -0.521197 1.18 2.33 0.53
C 2.250535 1.627607 -0.604112 -0.90 0.38 -0.34
C 1.806001 0.454984 -0.809785 -0.16 -5.40 -2.71
C 1.068091 -0.484202 0.156412 -0.31 3.89 0.53
C -0.382085 -0.049781 0.141768 2.04 -0.56 0.37
C -1.315005 -0.211244 -0.740764 -1.64 -1.60 -3.44
S -2.804313 0.458671 -0.173900 -0.77 -0.95 -0.05
O -3.365216 1.491406 -0.995010 0.14 0.43 0.10
O -3.619030 -0.719009 0.047820 -0.10 0.70 0.78
C -1.916223 1.262367 1.315956 0.77 1.15 -5.09
O -0.684205 0.650135 1.209186 1.42 0.62 3.18
H 1.998194 -0.099055 -1.830853 -0.09 1.83 1.94
H 1.538807 -0.306185 1.130222 -0.64 -0.64 0.06
H 1.069952 -1.455372 -0.155742 0.70 -2.59 -0.75
H -1.420586 -0.923000 -1.646269 0.54 1.52 1.74
H -2.316769 1.125469 2.248205 -1.17 -0.14 2.14
H -1.719488 2.310266 0.913537 -1.02 -0.97 1.00
```
Positions in Å, forces in eV/Å.

The value obtained for the frontier orbital gap is 9.558 eV. The SMILES is O=C=CCC1=CS(=O)(=O)CO1. The LUMO energy is 0.253 eV. The value obtained for the total energy is -931.2416 hartree. The strongest force on any atom comes out at 0.118 Eh/bohr. As for the multiplicity: 1.

(2)
Below is a molecular structure, C32H40Br27F8IN3O6S2 in a non-equilibrium geometry, with properties calculated with the ωB97M-V functional and the def2-TZVPD basis.

```
119
Properties=species:S:1:pos:R:3:forces:R:3
C -1.951963 -4.511956 7.703909 0.17 1.25 -1.17
C -1.444200 -3.509765 6.481742 -0.10 -0.45 0.80
C -1.093006 -2.025937 7.106146 -1.00 -0.23 -0.97
C -0.170998 -4.187453 5.696257 0.39 1.71 0.27
C 0.002048 -3.512450 4.191550 -0.80 -1.89 0.43
C -1.312207 -4.019476 3.340580 -0.59 0.02 0.39
C 1.335957 -4.138654 3.501103 -0.88 -1.94 1.05
O 2.407690 -3.173408 3.232652 -2.07 2.57 -2.86
C 1.964628 -2.068117 2.410957 0.44 1.50 0.76
N 2.204559 -0.721812 3.017932 -2.34 -2.41 -5.73
C 2.803800 -0.468936 4.371347 -0.63 -0.54 0.80
C 4.362904 -0.894716 4.520221 2.50 -0.42 6.46
O 4.879920 -1.012346 5.733247 -3.65 0.86 -7.48
I 5.732379 -1.263018 2.845701 -1.30 0.33 0.84
C 1.706991 0.192365 1.952289 -1.27 -0.52 -2.72
C 1.722582 1.819066 1.992397 0.60 -0.94 -1.03
C 3.141934 2.428428 2.519631 0.06 0.64 0.34
C 2.904544 3.455352 3.793868 1.04 -2.35 -0.08
S 1.656601 4.798652 3.439396 -0.34 7.00 -3.54
O 1.592891 5.084484 1.912869 0.26 -2.40 5.23
O 1.963676 6.112809 4.171002 -0.85 -5.26 -1.33
O 0.053303 4.360908 3.872634 2.71 -1.26 0.20
C 1.120797 -0.577419 0.680366 2.95 1.28 5.90
N 0.517554 0.052537 -0.532997 5.58 -0.63 -1.82
C 1.472404 0.209953 -1.481365 -0.82 -2.38 -0.51
S 2.498822 0.034624 -2.819462 -3.63 1.08 4.75
N 1.356904 -2.000316 1.065053 1.56 1.44 3.16
C 1.017239 -3.170648 0.181767 -0.56 -0.19 -1.83
C -0.596600 -3.173091 -0.066883 -0.64 0.13 0.16
O -0.857923 -2.601556 -1.386580 -0.96 0.76 1.37
C -2.096372 -1.826666 -1.399452 -1.00 -0.42 -1.25
C -2.265378 -1.253501 -2.941006 0.53 -1.36 0.24
F -0.890836 -1.099922 -3.454598 -4.11 -0.19 0.81
F -3.043304 -2.218930 -3.744746 2.47 2.78 1.97
C -3.046384 0.172303 -3.002949 0.81 1.76 1.82
F -2.217171 1.117201 -2.212900 -2.21 -2.67 -1.99
F -4.349919 0.142179 -2.305313 3.93 -0.25 -2.32
C -3.182848 0.823028 -4.486658 -0.26 1.35 -2.03
F -2.579310 0.021259 -5.554393 -1.65 1.98 3.39
F -2.546428 2.157838 -4.591609 -1.73 -4.05 0.62
C -4.744661 1.070043 -4.958460 -0.65 0.75 -1.50
F -5.357897 2.199151 -4.234682 1.55 -3.58 -1.43
F -5.549783 -0.143549 -4.945009 2.16 3.31 0.71
H -3.090803 -4.262020 7.835161 2.25 -0.78 0.09
H -1.783776 -5.600433 7.343519 -0.46 1.78 1.01
H -1.343077 -4.219648 8.649861 -1.17 -0.92 -1.55
H -2.380162 -3.356732 5.808066 1.87 -0.45 0.82
H -1.583638 -1.965854 8.156156 1.22 0.05 -1.72
H -1.662502 -1.246202 6.438272 1.30 -1.22 1.31
H 0.047575 -1.786021 7.096687 -2.06 -0.47 0.28
H 0.779597 -3.866661 6.307208 -1.63 -0.79 -1.01
H -0.203527 -5.346191 5.670723 -0.15 1.98 -0.18
H 0.031066 -2.368312 4.372124 0.08 -1.83 -0.69
H -1.049049 -4.668110 2.415713 -0.25 1.20 1.53
H -1.978111 -4.706094 4.034450 1.33 1.51 -1.45
H -1.975732 -3.134183 2.990917 1.11 -1.52 0.58
H 1.106445 -4.793333 2.547575 0.37 1.60 1.80
H 1.778747 -4.905101 4.280324 -0.49 1.74 -1.63
H 2.629446 0.640024 4.667941 0.57 -1.96 -0.75
H 2.187938 -1.105146 5.150330 1.44 1.12 -1.53
H 1.619086 2.166655 0.870818 -0.07 -0.80 2.36
H 0.786791 2.210482 2.552420 1.69 -0.66 -0.85
H 3.891389 1.613777 2.910825 -1.55 1.43 -0.71
H 3.722399 2.977840 1.653425 -1.45 -0.98 1.80
H 2.531712 2.806295 4.683398 0.46 1.39 -1.32
H 3.969456 3.850624 4.068209 -2.40 0.06 -0.37
H 0.047433 3.498050 4.374206 -0.02 1.22 -0.49
H 1.509244 -2.943033 -0.866026 -0.99 -0.41 2.04
H 1.456234 -4.186417 0.520977 -0.80 2.04 -0.11
H -1.145605 -2.506657 0.721573 1.22 -1.27 -1.11
H -1.086877 -4.223197 -0.044470 1.12 1.57 0.13
H -3.022880 -2.529084 -1.235430 1.68 1.36 -0.22
H -2.127741 -0.941233 -0.652556 0.34 -1.43 -1.24
H -4.680273 1.406495 -6.084831 -0.22 -0.67 2.37
C 1.336059 0.394406 -7.559343 -0.09 0.08 -0.07
Br -0.076885 0.243538 -8.884017 0.39 -0.20 0.41
Br 0.689468 0.012164 -5.767220 0.14 -0.03 -0.51
Br 2.877920 -0.694797 -8.019287 -0.37 0.25 0.13
H 1.668125 1.436144 -7.563491 -0.24 -0.56 0.06
C -0.253543 4.131889 -11.128785 0.11 0.22 -0.01
Br -1.668457 3.982081 -12.451932 0.29 -0.06 0.35
Br -0.898349 3.750202 -9.335811 0.10 0.21 -0.41
Br 1.286510 3.041076 -11.591386 -0.40 0.19 0.06
H 0.079211 5.172427 -11.133663 -0.14 -0.40 -0.01
C 7.767228 -1.821067 8.051085 -0.10 0.07 -0.18
Br 8.117193 -3.720055 7.826511 -0.07 0.44 0.08
Br 6.714439 -1.465700 9.643512 0.27 -0.09 -0.32
Br 9.405151 -0.776446 8.016174 -0.37 -0.27 0.05
H 7.167029 -1.502468 7.195537 0.21 -0.14 0.33
C -2.369650 7.431888 3.587951 0.24 0.11 0.00
Br -3.219385 9.093138 4.129102 0.16 -0.45 -0.15
Br -3.222671 5.886167 4.400270 0.10 0.31 -0.17
Br -2.268400 7.267864 1.654618 -0.07 0.01 0.47
H -1.342834 7.462225 3.960104 -0.37 -0.04 -0.14
C -3.444932 -8.502662 6.182337 -0.19 -0.24 0.15
Br -4.655671 -7.374402 7.198756 0.32 -0.24 -0.25
Br -2.455606 -7.484917 4.856019 -0.14 -0.15 0.22
Br -2.262200 -9.521706 7.338569 -0.26 0.34 -0.30
H -4.060227 -9.223988 5.639563 0.25 0.30 0.16
C -3.078101 6.145696 -15.567114 0.05 -0.14 0.08
Br -3.718602 5.332933 -17.211613 0.14 0.24 0.38
Br -1.583442 7.345648 -15.888517 -0.38 -0.27 0.07
Br -4.510526 7.021629 -14.588108 0.34 -0.18 -0.25
H -2.707111 5.335440 -14.933898 -0.13 0.35 -0.27
C 2.892457 4.467358 -6.690495 0.00 0.22 -0.01
Br 1.490031 3.888189 -5.476361 0.30 0.03 -0.29
Br 4.571265 4.774921 -5.761971 -0.41 -0.14 -0.21
Br 3.106057 3.241578 -8.182921 0.21 0.56 0.26
H 2.577716 5.426745 -7.107715 0.11 -0.37 0.15
C -8.364576 4.335707 -3.135793 0.07 -0.18 -0.05
Br -7.622663 5.034743 -1.481514 -0.19 -0.12 -0.38
Br -10.267798 3.976871 -2.979541 0.44 0.14 -0.03
Br -7.968421 5.488281 -4.649062 -0.11 -0.24 0.37
H -7.873732 3.378491 -3.326461 -0.18 0.37 0.07
C 5.972619 -2.212564 -2.469197 0.18 0.14 -0.33
Br 4.628059 -2.772383 -1.181981 0.22 0.03 -0.09
Br 7.698574 -1.917310 -1.627397 -0.47 -0.12 -0.14
Br 6.098667 -3.446261 -3.964312 -0.06 0.31 0.48
H 5.646265 -1.251831 -2.874318 0.11 -0.35 0.19
```
Positions in Å, forces in eV/Å.

The value obtained for the frontier orbital gap is 7.357 eV. The LUMO energy is -3.819 eV. The total charge is +1. The value obtained for the total energy is -73249.4911 hartree. The strongest force on any atom comes out at 0.163 Eh/bohr. As for the multiplicity: 1.